#i
A 2-piece molecular cluster, C3H3OP overall. Source: the OMol25 dataset; level of theory: wB97M-V/def2-TZVPD.

Geometry as XYZ:
```
8
C3H3OP wB97M-V/def2-TZVPD
H 0.17263 -0.86740 1.38979
H 1.49010 0.01087 0.63635
C 0.49719 0.20525 1.05891
C -0.17439 -0.55929 -2.15702
C -0.49317 0.70071 0.15043
H 0.63369 0.96141 1.85711
O -0.49307 -1.66316 -2.14033
P -1.63298 1.21160 -0.79524
```

Output
Highest occupied orbital energy ... -9.022 eV

Atom-resolved charges from natural (NBO), all expressed in e: 0.2519, 0.2444, -0.7491, 0.4592, -0.4681, 0.2562, -0.5277, 0.5333

#ii
One molecule with the formula C3H3OP. Source: the OMol25 dataset; level of theory: wB97M-V/def2-TZVPD.

Geometry as XYZ:
```
8
C3H3OP wB97M-V/def2-TZVPD
C -0.08986 -0.92859 -0.80224
H 1.01849 0.94612 -1.10714
O -1.13172 0.60252 2.38457
H -0.11121 -1.92910 -1.34991
C 0.84114 0.19895 -0.44267
C -0.59874 0.02829 0.00226
P -1.60277 1.07806 1.06047
H 1.67467 0.00376 0.25465
```

Output
Highest occupied orbital energy ... -9.585 eV
SMILES string ... O=PC1=CC1

Atom-resolved charges from natural (NBO), all expressed in e: -0.1408, 0.1745, -0.9477, 0.2520, -0.3985, -0.4635, 1.3404, 0.1835

#iii
One molecule with the formula C3H3OP. Source: the OMol25 dataset; level of theory: wB97M-V/def2-TZVPD.

Geometry as XYZ:
```
8
C3H3OP wB97M-V/def2-TZVPD
H 0.05987 2.23551 0.00571
O -1.23888 -1.00576 0.02689
C 0.14990 -1.07795 0.00722
P -1.87531 0.50451 -0.00326
H 0.61335 -2.12505 0.07562
C -0.27558 1.16575 0.04672
C 0.73312 0.10689 -0.03530
H 1.83352 0.19610 -0.12360
```

Output
Highest occupied orbital energy ... -8.717 eV
SMILES string ... c1copc1

Atom-resolved charges from natural (NBO), all expressed in e: 0.2435, -0.7147, 0.1265, 0.8963, 0.2128, -0.6726, -0.3296, 0.2378

#iv
C3H3OP as an isolated structure. Source: the OMol25 dataset; level of theory: wB97M-V/def2-TZVPD.

Geometry as XYZ:
```
8
C3H3OP wB97M-V/def2-TZVPD
C 0.18105 0.49671 -0.00922
H -3.37464 -0.01714 -0.03527
C -1.12104 -0.07810 -0.05326
H 2.27667 -1.97172 0.28749
H -0.11073 1.56390 -0.10112
P 1.86624 0.67319 -0.05110
O 2.60956 -0.82720 0.03828
C -2.32711 0.16036 -0.07580
```

Output
Highest occupied orbital energy ... -8.605 eV

Atom-resolved charges from natural (NBO), all expressed in e: -0.8306, 0.2331, -0.0496, 0.5363, 0.2570, 1.1142, -1.0671, -0.1933

Relative stability in kcal/mol, measured from the most stable structure: #i 42.8; #ii 59.7; #iii 0.0; #iv 85.5

#i
A 8-piece molecular cluster, C24H48O24S4 overall. Source: the OMol25 dataset; level of theory: wB97M-V/def2-TZVPD.

Geometry as XYZ:
```
100
C24H48O24S4 wB97M-V/def2-TZVPD
O 20.61677 -27.83476 9.43690
O 12.72175 -27.75600 10.55009
H 16.70127 -26.27991 12.56098
H 10.67136 -28.83846 12.15464
H 12.82848 -25.21450 11.70303
O 9.08441 -31.32365 13.03063
H 20.72597 -29.85205 9.94983
O 6.11352 -28.72865 10.79148
C 8.94004 -27.74593 15.00887
O 14.14968 -29.40891 11.76861
H 18.49193 -25.09425 6.91254
S 5.58016 -27.48911 11.28837
H 19.25967 -29.12228 10.36582
C 8.78651 -27.27850 11.14493
C 15.27063 -28.55521 15.36495
H 18.37010 -24.82822 11.76010
C 10.61906 -26.19816 14.80052
O 10.12511 -27.50595 14.49482
C 9.66901 -31.82625 14.16587
H 18.27720 -27.18827 12.62002
H 16.95565 -27.51469 11.41434
H 15.23516 -29.24296 14.52524
H 8.61737 -28.34732 11.03134
H 8.10963 -25.46031 10.05557
H 19.84954 -30.42545 7.98442
H 9.78161 -27.06422 10.73680
C 12.23812 -30.12597 18.66647
H 11.76929 -29.75103 13.28165
C 5.70010 -27.55260 13.08860
H 19.15781 -24.62612 8.51233
C 17.49436 -26.76054 11.98529
H 17.81223 -23.71050 7.84784
S 14.74981 -29.36391 16.88910
O 4.28816 -27.01440 10.85679
O 8.79333 -32.61335 14.78733
C 20.93728 -27.59811 8.15538
C 18.20147 -25.71353 11.15513
O 20.30556 -28.49476 7.38053
H 19.03427 -26.13940 10.59868
O 17.16428 -25.26416 10.21332
H 13.73193 -30.67204 10.05728
S 17.10438 -25.84022 8.74465
C 7.74364 -31.77162 12.95343
C 12.17892 -29.32741 17.37234
H 6.92823 -33.29735 14.32991
H 11.61095 -25.40110 9.73767
H 6.95587 -31.73196 15.06212
H 6.50329 -28.25009 13.29361
H 4.73411 -27.97327 13.37439
O 14.43266 -30.72040 16.54832
C 13.04649 -24.45344 10.96063
O 8.48182 -26.63108 15.65464
H 16.12188 -31.03557 9.63389
O 15.77933 -25.65035 8.23930
O 13.09536 -27.37430 12.95972
O 8.27290 -28.73536 14.93089
H 11.51640 -26.36970 15.39147
H 13.21889 -30.26289 19.11773
H 16.34438 -28.43092 15.53729
C 7.47251 -32.35300 14.32679
C 9.52296 -25.62420 15.70299
H 11.29046 -28.69651 17.39489
H 8.81428 -27.02970 12.20454
H 14.09278 -24.41350 10.65438
H 12.92031 -24.56003 8.81736
O 11.43865 -23.33877 9.71957
H 9.87403 -25.51153 16.72799
C 18.26207 -24.69900 7.89734
H 18.46384 -29.30785 7.96797
S 12.96742 -28.28766 11.86057
O 10.81352 -31.66947 14.42436
O 21.64406 -26.74063 7.73749
H 5.70384 -26.52313 13.43071
C 12.23323 -24.50852 9.65837
H 14.55623 -29.08998 9.75262
C 11.87362 -22.53980 10.69899
C 20.01941 -29.10199 9.58329
H 7.58726 -27.03253 9.36344
C 11.61075 -29.37235 12.27604
H 10.78870 -25.73264 13.83281
H 16.59909 -29.94911 10.86172
H 12.00326 -30.00332 16.52888
O 15.67370 -29.12011 17.96938
C 19.52992 -29.39369 8.14009
C 15.76618 -30.59527 10.56772
H 7.65602 -32.55852 12.20191
H 11.69151 -31.06781 18.65314
C 14.41214 -29.91580 10.44730
O 6.60329 -26.23846 11.02856
H 14.79861 -27.59284 15.20959
O 17.66385 -27.17460 8.71283
H 11.51565 -30.20684 11.58124
H 15.73164 -31.34805 11.35939
O 11.59018 -21.38862 10.82647
H 8.99907 -24.72175 15.39484
H 11.75045 -29.56314 19.47575
H 7.02701 -30.99374 12.69523
C 7.80757 -26.48390 10.28173
O 12.55665 -23.26245 11.64063
O 13.37715 -28.58580 17.14043
```

Output
Highest occupied orbital energy ... -10.707 eV
SMILES string ... CCOS(C)(=O)=O.CCOS(C)(=O)=O.CCOS(C)(=O)=O.CCOS(C)(=O)=O.O=C1OCCO1.O=C1OCCO1.O=C1OCCO1.O=C1OCCO1

Mulliken atomic charge list, values in e, 99 entries: -0.4016, -0.7998, 0.3811, -0.2562, -0.2051, -0.2052, 0.3589, -0.5761, 0.2224, -0.0338, 0.3678, 1.1118, 0.0191, -0.3651, -0.8968, 0.3459, -0.0558, 0.4390, 0.6465, 0.4273, -0.1639, 0.2577, 0.4290, 0.3484, 0.3411, 0.0733, -1.2477, 0.1158, -0.5492, 0.3362, -0.7242, 0.3530, 1.1645, -0.6266, -0.4031, 0.7247, -0.2018, -0.3646, 0.2136, -0.3003, 0.2920, 0.9947, -0.1002, -0.0568, 0.3124, 0.0497, 0.1960, -0.1047, 0.4427, -0.6176, 0.7018, -0.4465, 0.4322, -0.5974, -0.4322, -0.5217, 0.1945, 0.3732, 0.4041, -0.3251, -0.4012, 0.3711, 0.0990, -0.0845, 0.2024, -0.3827, 0.2778, -1.0094, 0.1967, 1.2885, -0.4815, -0.5431, 0.3264, 0.0729, 0.2691, 0.5959, -0.1174, 0.3609, -0.5456, 0.0520, 0.0692, 0.2295, -0.6248, -0.1512, -1.2116, 0.3279, 0.2858, -0.0911, -0.3749, 0.3117, -0.4914, 0.5530, 0.3563, -0.5487, 0.2793, 0.3641, 0.0654, -0.6504, -0.4093

#ii
A 8-piece molecular cluster, C24H48O24S4 overall. Source: the OMol25 dataset; level of theory: wB97M-V/def2-TZVPD.

Geometry as XYZ:
```
100
C24H48O24S4 wB97M-V/def2-TZVPD
H -5.28668 4.39385 -4.84115
H -6.58920 1.63742 -3.04161
H 1.45843 -3.86390 2.52352
H -1.16513 2.96291 -3.51938
H -5.44145 1.86997 -1.95166
H -2.11196 -4.16568 5.00514
H -4.25284 5.28755 -5.66808
H 3.59266 -0.21589 3.40046
H 4.27574 -2.61821 -2.21105
H 1.81367 1.93508 -4.88535
H -1.09572 -2.14854 3.81136
O 0.89055 -0.58714 4.69790
C 4.30921 1.30480 -3.49598
H 1.93226 4.03161 6.44233
H -5.06279 -0.20823 -3.56295
H 2.58320 -0.45810 6.12204
H -1.43546 -2.86051 -1.58806
H 3.35136 1.05167 4.31503
C -2.58317 -3.80447 4.05901
H -0.08096 2.52888 7.60502
O 3.13400 2.11495 -3.45448
C -2.03246 2.43635 -1.65135
H 0.44121 2.79644 2.00342
C 2.78975 -0.04377 -4.32446
O -4.59151 1.71444 -5.43794
H 2.57545 2.42504 5.91917
H 0.63134 -2.74582 0.09801
H 2.51847 -3.20779 -2.55044
O 5.37191 1.75044 -3.10606
O 0.66224 3.04322 5.18595
H 0.29327 4.36799 1.94285
H -3.79267 -3.68133 4.26209
H -5.06059 4.37655 -6.73288
H 2.53986 -2.52833 2.75726
C 4.06979 -4.64331 -2.36194
O -4.23839 -0.37313 -1.86522
H -0.96159 3.42748 2.84675
H -2.13609 -1.74518 -0.19722
C 2.64537 1.19588 -0.12988
H 1.79747 2.41795 8.38693
H 3.34388 -5.29241 -2.13556
C -6.03261 1.21605 -2.26967
H 2.65066 0.08812 -5.33344
C 2.25477 -0.70514 4.98611
C 3.57039 -3.21105 -2.73479
O -1.92452 -2.76770 2.10912
S -3.61628 -1.78486 -2.17932
H 4.67566 -4.44466 -1.57229
H 2.44283 -1.82686 4.77067
H 2.85710 -3.84900 1.74119
O 4.49441 -5.14929 -3.65554
H -6.51616 1.05494 -1.35581
C 0.06913 3.54782 2.57987
S -3.72610 2.81984 -5.24940
O -2.28356 -4.69231 2.95724
O 4.06306 0.03156 -3.97770
O 0.72310 5.36048 4.28051
O -2.58007 2.83857 -6.00843
C 1.11752 2.24132 7.49160
H -2.03412 3.36305 -1.24177
S 1.47845 -0.05490 -0.24505
H 1.34262 1.22904 -3.10373
O 4.89248 -4.34639 -5.64809
H 2.76674 1.69863 -1.05680
O 0.20488 0.41704 0.19708
H -2.74255 -1.52748 3.80834
H -1.06944 1.86955 -1.45467
C 0.75188 0.17709 3.63605
C 1.23660 -2.33775 1.00836
C 2.13656 1.36671 -3.91384
H 0.90726 1.18929 7.25531
O -0.31606 0.47602 3.17884
C -2.08736 -4.10175 1.88425
C -5.43575 -0.16906 -2.56170
O -2.05698 -4.58335 0.76077
C 4.51477 -4.21126 -4.52070
O 2.05683 -1.24430 0.80976
C -4.63649 4.26274 -5.65622
O -3.50141 -1.85739 -3.64795
C 2.05921 -3.17168 2.10212
H -6.04717 -0.86232 -2.69131
C 2.95288 0.21634 3.94283
C -2.06881 2.44158 -3.15326
H 2.25225 1.66281 0.65919
H 2.11949 -0.65545 -3.82373
H -1.24203 -1.26641 -1.69409
C -1.96316 -1.85539 -1.33512
H -2.00805 1.41718 -3.36672
C -2.16301 -2.45685 3.48214
C 1.63320 2.94853 6.20944
H -2.68381 1.72263 -1.21586
O -4.37512 -2.75168 -1.38975
H 0.56435 -2.01698 1.80201
H 3.51335 0.89360 0.33138
O 1.88114 0.62965 3.19421
O 2.50614 3.72101 3.54484
S 1.11401 4.03135 3.90472
O 3.94010 -3.03421 -4.09728
O -3.34167 2.83709 -3.61153
O 1.60606 -0.71288 -1.53393
```

Output
Highest occupied orbital energy ... -10.236 eV
SMILES string ... CCOS(C)(=O)=O.CCOS(C)(=O)=O.CCOS(C)(=O)=O.CCOS(C)(=O)=O.O=C1OCCO1.O=C1OCCO1.O=C1OCCO1.O=C1OCCO1

Mulliken atomic charge list, values in e, 99 entries: 0.3665, 0.4334, 0.5275, 0.3764, 0.5613, 0.3067, 0.3720, 0.5383, 0.2843, 0.2864, -0.3061, -0.4421, 0.6149, 0.4770, 0.5893, 0.2506, 0.4197, 0.4345, -0.3583, 0.2780, -0.3666, -0.9946, -0.2920, -0.3506, -0.5868, 0.1551, 0.2974, 0.2246, -0.5575, -0.2602, 0.4836, 0.2493, 0.3369, 0.2633, -0.5478, -0.1872, 0.3264, 0.1069, -0.8448, 0.3153, 0.3672, -1.8450, 0.4887, -0.2317, -0.0628, -0.1240, 1.3255, 0.3654, 0.3205, 0.3349, -0.3267, 0.4915, -0.4360, 1.1404, -0.3463, -0.2369, -0.6246, -0.6328, -1.0650, 0.6043, 1.0441, -0.4472, -0.5762, 0.4374, -0.4242, 0.3223, -0.0366, 0.7256, 0.4393, 0.4107, 0.2057, -0.5759, 0.5758, -1.1694, -0.5839, 0.5322, -0.4062, -1.0331, -0.6949, -1.5039, 1.0631, -1.0778, -0.1862, -0.1539, 0.2369, 0.1681, -0.6157, 0.2883, 0.3015, -0.1813, 0.2371, -0.6393, -0.2855, 0.4292, 0.1151, -0.6252, 1.2560, -0.2669, -0.2732

Relative stability in kcal/mol, measured from the most stable structure: #i 0.0; #ii 249.0

#i
One molecule with the formula C18H27N3O2. Source: the OMol25 dataset; level of theory: wB97M-V/def2-TZVPD.

Geometry as XYZ:
```
50
C18H27N3O2 wB97M-V/def2-TZVPD
H 0.99133 0.54694 0.67942
H -3.92699 2.64287 4.65309
H -3.64414 6.25297 3.77275
C 3.17972 -1.04435 -4.51230
H 3.59624 -3.25981 -6.75117
C -3.07424 4.20154 3.40245
C 2.79832 -0.82901 -3.20227
C -2.76208 3.31492 2.18873
O -0.14861 -2.89953 -0.86394
H 2.29650 -0.54646 1.22536
H -5.10203 3.48768 3.63691
H -3.66437 3.18694 1.58178
H 3.66895 -1.51962 -7.04379
H 1.24268 -3.70599 -5.20081
C 1.68396 -2.89383 -4.64080
H 3.91692 -0.39440 -4.96244
C -1.47504 -0.76980 2.04628
H 0.55790 -3.32947 -2.87255
H -2.62722 6.03663 2.34815
H -2.17004 4.26137 4.01723
H -1.98701 3.78712 1.58083
H -0.91497 0.17448 3.92752
N -2.25045 2.01524 2.55711
C 2.62822 -2.07923 -5.25460
H 1.40875 0.84599 3.03542
H -1.19444 -2.65788 1.01748
H -0.23086 -2.48965 2.49705
C 3.03931 -2.32578 -6.67527
H 2.16417 -2.40803 -7.31801
N 1.51005 -1.37352 -1.26934
H -2.88942 1.36738 2.98728
C -0.61406 -1.95624 1.62031
N 0.48082 -1.49930 0.79204
O -0.12382 2.41394 1.92740
C -0.64627 0.24244 2.86782
C -0.95468 1.66980 2.40513
C 0.85211 -0.03958 2.72586
H -2.32827 -1.13356 2.62027
H -1.85643 -0.28965 1.14198
H -4.32870 5.57029 2.29714
C -3.44061 5.60374 2.92484
H 3.23871 -0.01485 -2.64178
H 1.14336 -0.87032 3.36875
C 1.21832 -0.34607 1.27756
C -4.20523 3.61055 4.24133
H -4.44210 4.27138 5.07167
C 1.29335 -2.69134 -3.33173
H 2.00701 -0.59053 -0.87516
C 0.56062 -1.98502 -0.48710
C 1.84888 -1.64881 -2.59578
```

Output
Highest occupied orbital energy ... -7.899 eV
SMILES string ... Cc1ccc(NC(=O)N2CCC(C(=O)NCC(C)C)CC2)cc1

Atom-resolved charges from natural (NBO), all expressed in e: 0.2083, 0.1997, 0.2110, -0.1901, 0.2164, -0.2206, -0.2723, -0.2234, -0.6687, 0.1969, 0.2008, 0.1888, 0.2112, 0.2073, -0.1940, 0.2061, -0.4092, 0.2551, 0.2127, 0.2015, 0.2359, 0.2236, -0.6179, -0.0478, 0.2433, 0.2587, 0.1828, -0.6224, 0.2158, -0.6407, 0.3929, -0.2203, -0.4546, -0.6388, -0.3225, 0.6923, -0.3925, 0.2127, 0.2147, 0.2010, -0.6039, 0.2013, 0.2082, -0.2353, -0.6098, 0.2149, -0.2555, 0.3973, 0.7954, 0.2337

#ii
One molecule with the formula C18H27N3O2. Source: the OMol25 dataset; level of theory: wB97M-V/def2-TZVPD.

Geometry as XYZ:
```
50
C18H27N3O2 wB97M-V/def2-TZVPD
H -1.54135 -2.46522 -4.79511
H -1.23586 -2.88657 -0.02783
H -1.20118 -0.82454 -3.08738
N -2.00422 0.62880 2.74678
H 3.10305 -1.12399 -4.16473
C -2.34976 2.01545 2.92771
H 0.54991 0.79970 4.89625
C 3.03153 2.86754 1.30487
C 1.26304 2.03984 2.87291
C -1.58536 -1.26320 1.31069
N 0.02332 2.14323 3.42063
C -1.39020 -1.02697 -1.07189
H -0.87709 3.24968 1.90068
C 1.56155 2.95470 1.69550
C -1.77865 0.11332 1.47769
C -1.61468 0.33721 -0.92438
H -1.25164 3.79913 3.54466
H 0.94093 2.64198 0.85060
H 0.72738 -2.33953 -5.76121
C -1.80377 0.89903 0.32250
H 3.29146 1.84037 1.06462
H -1.96994 1.96338 0.37517
H 3.65951 3.18682 2.13226
C -1.08902 2.91423 2.91394
C -1.38624 -1.82475 0.06822
H -0.61182 -0.70187 3.53948
H 3.96564 -2.63914 -3.90276
H 0.57080 -1.16792 -4.45446
H 1.30238 3.98271 1.95825
H -0.88876 1.78741 5.24940
H -1.61059 -1.91594 2.16895
N -1.18391 -1.52889 -2.36296
C 1.81813 -2.85247 -3.97815
H -1.63345 0.97559 -1.79821
C 3.11783 -2.18444 -4.40871
H -0.65854 -3.97509 -4.51017
C 0.60884 -2.23753 -4.67955
H -1.93597 -0.26556 4.64346
H 3.23387 3.49801 0.44220
H 3.26344 -2.28648 -5.48230
C -1.24910 0.11430 3.87671
O -0.91413 -3.76758 -2.02254
H -2.85471 2.09661 3.89544
C -0.70039 -2.91424 -4.26072
C -0.94106 -2.80794 -2.76089
O 2.08649 1.27025 3.32597
H 1.69795 -2.75495 -2.89729
H 1.86138 -3.91880 -4.20749
H -3.05730 2.32818 2.15986
C -0.35978 1.22614 4.47333
```

Output
Highest occupied orbital energy ... -7.408 eV
SMILES string ... CCCCC(=O)Nc1ccc(N2CCN(C(=O)CC)CC2)cc1

Atom-resolved charges from natural (NBO), all expressed in e: 0.2157, 0.2581, 0.3927, -0.4286, 0.1996, -0.2280, 0.2571, -0.5955, 0.6948, -0.2312, -0.4422, 0.1129, 0.2107, -0.5020, 0.1513, -0.2283, 0.1914, 0.2231, 0.2057, -0.2294, 0.2227, 0.1988, 0.2147, -0.2273, -0.2216, 0.2186, 0.2123, 0.1864, 0.2156, 0.1867, 0.2143, -0.6036, -0.3992, 0.1999, -0.5996, 0.2319, -0.3813, 0.1902, 0.2026, 0.1990, -0.2172, -0.6101, 0.2000, -0.4928, 0.6857, -0.6323, 0.2047, 0.2007, 0.2183, -0.2462

Relative stability in kcal/mol, measured from the most stable structure: #i 0.0; #ii 19.3